Computed, not measured: a 8-piece molecular cluster, C20H44F12N4O16S4 overall in a non-equilibrium geometry, with ωB97M-V/def2-TZVPD.

Calculated values
maximum force: 0.069 hartree/bohr
HOMO level: -8.20 eV

Last column: Mulliken charge in e.
CARTESIAN COORDINATES (ANGSTROEM)
C -1.08 2.10 -0.07  0.520
C -0.51 0.85 0.53  0.277
O 0.07 0.75 1.55  -0.449
N -0.85 -0.38 -0.28  1.257
H -0.78 -1.26 0.24  0.261
H -1.82 -0.23 -0.60  0.021
C 0.11 -0.51 -1.47  -0.589
H -1.24 2.85 0.71  -0.516
H -2.08 1.98 -0.49  -0.186
H -0.37 2.51 -0.80  0.359
H 0.02 -1.47 -1.96  0.031
H 1.12 -0.28 -1.14  0.143
H -0.21 0.35 -2.05  0.497
C -5.09 2.35 0.22  -1.497
C -4.08 3.43 0.47  0.780
O -3.40 3.92 -0.37  -0.357
N -4.01 3.98 1.85  0.017
H -4.81 3.71 2.43  0.461
H -3.25 3.56 2.40  0.337
C -3.72 5.51 1.84  -0.595
H -6.08 2.54 0.65  0.447
H -4.77 1.44 0.73  0.417
H -5.37 2.05 -0.79  0.230
H -2.69 5.58 1.50  -0.118
H -3.94 5.86 2.84  0.382
H -4.39 5.91 1.08  0.370
C -0.41 -4.25 -1.39  -1.075
N -0.53 -5.75 -1.64  0.532
C -1.71 -5.96 -2.57  -0.830
C 0.68 -6.25 -2.37  -1.011
C -0.52 -6.52 -0.35  -0.556
C -1.55 -6.17 0.70  -0.397
O -2.84 -6.41 0.14  -0.528
H -0.35 -3.80 -2.37  0.397
H 0.48 -4.07 -0.79  0.213
H -1.23 -3.87 -0.79  0.307
H -1.59 -7.00 -2.87  0.368
H -1.63 -5.28 -3.42  0.324
H -2.62 -5.81 -1.99  0.290
H 0.68 -7.34 -2.47  0.423
H 1.59 -6.13 -1.78  0.416
H 0.76 -5.83 -3.37  0.359
H 0.46 -6.39 0.11  0.488
H -0.54 -7.59 -0.58  0.423
H -1.51 -5.12 1.02  0.086
H -1.31 -6.76 1.58  0.454
H -3.41 -6.76 0.83  0.310
C 2.82 2.13 0.08  -0.967
N 3.59 2.75 1.23  0.535
C 3.17 4.20 1.33  -0.659
C 3.14 2.02 2.48  -1.115
C 5.06 2.58 0.99  -0.371
C 5.99 2.86 2.14  -0.893
O 5.75 4.17 2.68  -0.467
H 1.81 2.39 0.39  -0.223
H 2.99 1.06 0.03  0.717
H 3.09 2.66 -0.83  0.426
H 3.39 4.81 0.46  0.389
H 3.53 4.84 2.12  0.361
H 2.08 4.17 1.24  -0.056
H 3.65 2.43 3.35  0.409
H 3.29 0.94 2.46  0.591
H 2.07 2.18 2.59  0.285
H 5.30 3.35 0.26  0.329
H 5.26 1.63 0.50  0.475
H 7.01 2.94 1.76  0.482
H 5.96 2.14 2.95  0.284
H 6.49 4.73 2.42  0.301
C -3.74 1.07 -3.59  0.660
F -4.44 0.66 -4.64  -0.219
F -2.49 1.30 -4.01  -0.235
F -4.19 2.19 -3.04  -0.223
S -3.75 -0.33 -2.33  1.062
O -2.65 -1.24 -2.65  -0.615
O -3.56 0.23 -0.98  -0.848
O -5.03 -0.98 -2.52  -0.680
C 2.11 -2.30 -4.18  0.572
F 2.57 -2.49 -5.43  -0.253
F 1.84 -1.00 -3.99  -0.235
F 0.95 -2.95 -4.09  -0.217
S 3.29 -2.76 -2.73  1.098
O 3.54 -4.19 -2.89  -0.709
O 4.46 -1.94 -2.90  -0.668
O 2.54 -2.62 -1.48  -0.514
C -0.36 6.22 0.64  0.826
F 0.20 7.42 0.68  -0.248
F -1.59 6.32 0.12  -0.259
F 0.41 5.45 -0.15  -0.203
S -0.43 5.46 2.42  0.885
O -1.05 4.13 2.31  -0.633
O 0.96 5.44 2.83  -0.614
O -1.32 6.34 3.17  -0.642
C 0.64 -3.15 3.90  0.350
F -0.56 -3.76 3.97  -0.242
F 0.53 -1.98 4.49  -0.203
F 1.58 -3.87 4.54  -0.216
S 1.04 -2.97 2.05  1.249
O 1.36 -4.30 1.59  -0.624
O -0.15 -2.38 1.42  -1.093
O 2.19 -2.06 2.12  -0.635

---

Computed, not measured: a 4-piece molecular cluster, C20H44N5O4 overall, with ωB97M-V/def2-TZVPD.

Calculated values
maximum force: 0.011 hartree/bohr
HOMO level (spin up / spin down): -7.49 / -8.84 eV
spin multiplicity: 2

Last column: Mulliken charge in e.
CARTESIAN COORDINATES (ANGSTROEM)
C -4.63 -1.46 0.16  -2.002
C -3.59 -1.96 1.18  1.927
C -4.36 -2.66 2.31  -1.627
C -2.63 -2.94 0.48  -2.002
C -1.11 -2.72 0.58  0.796
C -0.43 -3.58 1.67  -1.199
C -1.13 -3.64 3.02  -0.114
N -0.22 -4.15 4.05  -0.707
C -0.67 -1.25 0.70  -1.605
C -1.72 -0.19 1.08  1.885
C -2.21 0.58 -0.16  -2.215
C -1.07 0.80 2.05  -1.783
N -2.88 -0.81 1.78  0.621
O -3.64 0.01 2.38  -0.687
H -5.29 -0.73 0.62  0.396
H -4.15 -1.03 -0.72  0.442
H -5.20 -2.32 -0.19  0.527
H -5.21 -3.21 1.89  0.408
H -4.76 -1.93 3.00  0.392
H -3.74 -3.38 2.84  0.261
H -2.88 -2.94 -0.59  0.445
H -2.84 -3.95 0.82  0.409
H -0.71 -3.09 -0.36  0.274
H 0.57 -3.19 1.87  0.327
H -0.28 -4.59 1.29  0.395
H -1.48 -2.65 3.30  0.326
H -2.02 -4.28 2.93  0.140
H -0.29 -5.16 4.10  0.252
H -0.51 -3.81 4.96  0.270
H -0.26 -0.92 -0.26  0.331
H 0.15 -1.18 1.41  0.592
H -3.20 1.00 0.00  0.352
H -1.50 1.37 -0.38  0.500
H -2.26 -0.07 -1.03  0.480
H -0.92 0.35 3.02  0.443
H -0.11 1.09 1.62  0.412
H -1.69 1.70 2.14  0.351
C -3.20 2.07 -3.60  0.097
O -3.07 0.89 -3.35  -0.581
N -4.36 2.75 -3.51  0.126
C -4.46 4.15 -3.82  -0.939
C -5.54 2.02 -3.06  -0.834
H -2.36 2.70 -3.93  0.310
H -4.79 4.72 -2.95  0.344
H -5.17 4.32 -4.63  0.338
H -3.49 4.53 -4.13  0.291
H -5.38 1.60 -2.07  0.186
H -5.76 1.20 -3.74  0.297
H -6.38 2.70 -3.03  0.375
C 2.77 0.39 -0.11  0.100
O 2.06 0.92 0.73  -0.672
N 3.30 1.02 -1.17  0.221
C 4.15 0.34 -2.13  -0.956
C 3.01 2.43 -1.35  -0.989
H 3.04 -0.68 -0.06  0.321
H 5.13 0.82 -2.16  0.302
H 3.71 0.37 -3.13  0.375
H 4.27 -0.70 -1.83  0.297
H 3.36 3.00 -0.49  0.311
H 1.94 2.60 -1.46  0.272
H 3.53 2.78 -2.24  0.385
C 7.70 2.34 -1.03  0.068
O 6.71 2.46 -1.73  -0.551
N 7.73 1.73 0.17  0.154
C 8.93 1.63 0.96  -0.933
C 6.49 1.16 0.68  -0.821
H 8.68 2.75 -1.33  0.262
H 9.20 0.59 1.13  0.330
H 8.80 2.12 1.92  0.336
H 9.75 2.11 0.43  0.293
H 6.12 0.39 0.00  0.201
H 5.72 1.92 0.77  0.274
H 6.68 0.71 1.65  0.394

---

Computed, not measured: C20H44NO17P2S2 as an isolated structure in a non-equilibrium geometry, with ωB97M-V/def2-TZVPD.

Calculated values
charge: -1
maximum force: 0.044 hartree/bohr
HOMO level: -5.49 eV

Last column: Mulliken charge in e.
CARTESIAN COORDINATES (ANGSTROEM)
C -7.28 -2.56 2.73  -0.718
C -6.20 -3.38 2.03  -0.384
O -5.85 -2.79 0.79  -0.344
C -4.46 -2.51 0.71  -0.527
C -4.13 -1.99 -0.68  -0.427
O -2.76 -1.56 -0.60  -0.047
S -2.38 -0.47 -1.73  0.895
O -2.97 -0.96 -2.96  -0.635
O -2.89 0.81 -1.33  -0.636
N -0.79 -0.56 -1.92  -0.359
S 0.12 0.00 -0.70  0.954
O -0.56 0.47 0.48  -0.610
O 1.10 0.92 -1.25  -0.682
P 1.18 -1.75 -0.02  0.047
P 2.30 -2.51 -1.71  0.839
O 3.74 -2.19 -1.66  -0.667
O 2.09 -4.12 -1.66  -0.500
O 1.63 -1.98 -3.06  -0.435
H -7.74 -3.17 3.51  0.377
H -8.04 -2.22 2.03  0.274
H -6.79 -1.71 3.19  -0.034
H -6.49 -4.43 1.91  0.345
H -5.32 -3.38 2.69  0.351
H -4.17 -1.75 1.44  0.309
H -3.86 -3.41 0.89  0.303
H -4.79 -1.16 -0.94  0.427
H -4.26 -2.78 -1.42  0.177
H 2.13 -1.27 0.89  0.186
H 2.24 -4.41 -0.75  0.323
H 0.66 -2.07 -3.01  0.341
O 3.14 0.16 1.52  -0.585
C 4.06 0.78 1.98  0.668
O 5.31 0.28 1.87  -0.386
C 6.48 1.02 2.24  -0.356
C 6.78 0.92 3.72  -0.928
C 3.83 2.06 2.74  -0.960
H 6.40 2.05 1.90  0.394
H 7.28 0.57 1.67  0.281
H 5.98 1.35 4.32  0.230
H 7.70 1.44 3.96  0.339
H 6.87 -0.12 4.01  0.319
H 3.53 1.82 3.76  0.243
H 3.01 2.59 2.25  0.315
H 4.69 2.73 2.76  0.326
O -5.78 0.21 3.45  -0.585
C -6.44 1.20 3.56  0.829
O -7.02 1.71 2.46  -0.339
C -7.95 2.80 2.48  -0.425
C -7.25 4.14 2.51  -0.984
C -6.58 1.93 4.88  -1.129
H -8.66 2.68 3.31  0.364
H -8.52 2.70 1.56  0.322
H -6.65 4.26 3.41  0.270
H -7.98 4.95 2.47  0.358
H -6.58 4.23 1.65  0.313
H -5.70 2.55 5.02  0.261
H -6.62 1.18 5.67  0.309
H -7.47 2.54 4.96  0.382
O -5.74 -4.05 -5.28  -0.581
C -4.86 -3.53 -5.89  0.654
O -4.89 -3.60 -7.25  -0.392
C -3.98 -2.89 -8.08  -0.399
C -2.66 -3.61 -8.25  -0.917
C -3.69 -2.85 -5.22  -0.495
H -3.85 -1.87 -7.72  0.393
H -4.49 -2.81 -9.05  0.306
H -2.14 -3.73 -7.30  0.267
H -2.01 -3.07 -8.94  0.334
H -2.84 -4.61 -8.65  0.295
H -2.97 -3.62 -4.93  0.225
H -4.04 -2.35 -4.32  0.102
H -3.19 -2.10 -5.83  0.246
O 8.70 2.88 2.71  -0.498
C 9.61 3.28 2.04  0.811
O 9.41 3.44 0.72  -0.389
C 10.36 4.05 -0.16  -0.427
C 11.41 3.07 -0.63  -0.978
C 10.98 3.54 2.63  -1.145
H 10.80 4.94 0.31  0.374
H 9.78 4.40 -1.01  0.329
H 12.01 2.68 0.20  0.273
H 12.09 3.54 -1.34  0.364
H 10.94 2.21 -1.11  0.309
H 11.51 2.59 2.70  0.262
H 10.85 3.95 3.63  0.333
H 11.58 4.24 2.06  0.351

---

Question: Number 2 is which compound?
Answer: C20H44N5O4